<a>
Here is a 2-piece molecular cluster, C2H2F3NO overall from the Open Molecules 2025 dataset. Energies are from ωB97M-V with the def2-TZVPD basis set.

The value obtained for the HOMO energy (alpha / beta) is -10.1 / -8.9 eV.

Geometry as XYZ:
```
9
Properties=species:S:1:pos:R:3:nbo_charge:R:1
C 1.238 0.485 -0.100 0.389
C -1.865 -0.287 -0.023 1.038
N 2.501 0.615 -0.145 -0.708
O 0.301 1.239 -0.382 -0.416
F -1.050 -1.201 0.324 -0.281
F -2.349 0.552 0.841 -0.275
F -2.703 -0.728 -0.970 -0.307
H 0.793 -0.530 0.378 0.195
H 3.133 -0.145 0.076 0.364
```

=====

<b>
Here is C2H2F3NO as an isolated structure from the Open Molecules 2025 dataset. Energies are from ωB97M-V with the def2-TZVPD basis set.

The value obtained for the HOMO energy is -9.7 eV.

Geometry as XYZ:
```
9
Properties=species:S:1:pos:R:3:nbo_charge:R:1
C -0.453 -0.892 0.706 0.381
C 0.030 -2.830 -1.096 1.214
N -0.809 0.205 1.138 -0.702
O -0.790 -1.208 -0.552 -0.555
F 1.323 -2.748 -0.758 -0.285
F -0.618 -3.712 -0.339 -0.284
F -0.207 -2.913 -2.364 -0.255
H 0.381 -1.521 1.173 0.121
H -0.695 0.444 2.184 0.367
```

=====

What should be chosen as the least stable of them? Choose <a>.

=====

<a>
Here is C4H6Br2O2 in the gas phase from the Open Molecules 2025 dataset. Energies are from ωB97M-V with the def2-TZVPD basis set.

Its SMILES is O/C(Br)=C/C[C@@H](O)Br. The value obtained for the HOMO energy is -9.3 eV.

Geometry as XYZ:
```
14
Properties=species:S:1:pos:R:3:nbo_charge:R:1
O 2.298 -0.798 -1.871 -0.687
C 1.594 -0.151 -0.879 0.269
Br 2.491 0.190 0.801 0.000
C 0.301 0.149 -1.015 -0.318
C -0.700 0.817 -0.184 -0.494
C -1.316 -0.049 0.892 0.125
O -0.580 0.058 2.032 -0.676
Br -3.221 0.371 1.358 -0.107
H 2.899 -1.473 -1.505 0.497
H 0.163 -0.124 -2.067 0.238
H -1.577 1.226 -0.884 0.245
H -0.330 1.625 0.452 0.249
H -1.466 -1.041 0.524 0.183
H -0.554 -0.800 2.347 0.479
```

=====

<b>
Here is C4H6Br2O2 in the gas phase from the Open Molecules 2025 dataset. Energies are from ωB97M-V with the def2-TZVPD basis set.

Its SMILES is C/C(Br)=C(\Br)C(O)O. The value obtained for the HOMO energy is -9.4 eV.

Geometry as XYZ:
```
14
Properties=species:S:1:pos:R:3:nbo_charge:R:1
C -0.636 2.255 0.021 -0.701
C -0.914 0.830 -0.082 -0.033
Br -2.743 0.099 -0.001 0.041
C 0.074 -0.098 -0.115 -0.111
Br 1.827 0.718 -0.051 0.023
C 0.138 -1.623 -0.052 0.308
O 0.754 -1.990 1.137 -0.690
O 0.892 -2.113 -1.152 -0.706
H -1.453 2.943 0.142 0.243
H -0.139 2.627 -0.868 0.244
H -0.040 2.613 0.811 0.247
H -0.972 -2.018 -0.108 0.193
H 1.683 -1.562 0.929 0.466
H 1.528 -2.681 -0.612 0.477
```

=====

What should be chosen as the least stable of them? Choose <b>.

=====

<a>
Here is C22H34N2O2 in the gas phase from the Open Molecules 2025 dataset. Energies are from ωB97M-V with the def2-TZVPD basis set.

Its SMILES is CCCCC[C@H]1CN(CCCC)C(=O)[C@@H]1CC(=O)NCc1ccccc1. The value obtained for the HOMO energy is -8.8 eV.

Geometry as XYZ:
```
60
Properties=species:S:1:pos:R:3:nbo_charge:R:1
C -6.053 -0.519 -1.263 -0.609
C -5.829 0.980 -1.095 -0.396
C -4.449 1.441 -1.568 -0.386
C -3.266 0.824 -0.818 -0.409
C -3.241 1.211 0.660 -0.395
C -1.995 0.745 1.424 -0.195
C -1.798 -0.778 1.357 -0.214
N -0.896 -0.957 0.245 -0.431
C -0.623 -2.243 -0.343 -0.216
C 0.313 -3.096 0.518 -0.399
C 1.677 -2.438 0.715 -0.399
C 2.622 -3.328 1.510 -0.598
C -0.275 0.168 -0.131 0.715
O 0.500 0.264 -1.069 -0.659
C -0.689 1.286 0.817 -0.324
C 0.380 1.498 1.897 -0.474
C 1.671 2.223 1.511 0.677
O 2.344 2.754 2.376 -0.648
N 1.989 2.235 0.207 -0.631
C 3.289 2.688 -0.252 -0.266
C 4.108 1.504 -0.696 0.062
C 4.434 1.312 -2.031 -0.239
C 5.141 0.189 -2.425 -0.204
C 5.522 -0.756 -1.489 -0.224
C 5.198 -0.572 -0.155 -0.198
C 4.494 0.551 0.239 -0.242
H -5.853 -0.820 -2.289 0.203
H -5.405 -1.090 -0.603 0.195
H -7.083 -0.775 -1.025 0.212
H -6.581 1.514 -1.680 0.204
H -5.977 1.256 -0.050 0.193
H -4.396 2.529 -1.474 0.199
H -4.346 1.198 -2.628 0.201
H -3.298 -0.260 -0.923 0.196
H -2.350 1.168 -1.301 0.209
H -4.118 0.794 1.160 0.203
H -3.303 2.299 0.742 0.206
H -2.104 1.067 2.463 0.216
H -1.356 -1.164 2.284 0.194
H -2.734 -1.314 1.178 0.199
H -0.154 -2.048 -1.311 0.233
H -1.571 -2.767 -0.502 0.197
H 0.443 -4.060 0.023 0.208
H -0.151 -3.282 1.490 0.193
H 2.116 -2.213 -0.259 0.214
H 1.555 -1.487 1.239 0.191
H 3.579 -2.833 1.650 0.211
H 2.794 -4.267 0.987 0.201
H 2.206 -3.554 2.490 0.199
H -0.844 2.223 0.277 0.234
H -0.050 2.075 2.720 0.237
H 0.684 0.532 2.314 0.222
H 1.484 1.645 -0.450 0.431
H 3.151 3.393 -1.077 0.197
H 3.765 3.200 0.589 0.243
H 4.132 2.044 -2.766 0.209
H 5.391 0.049 -3.467 0.211
H 6.071 -1.634 -1.797 0.211
H 5.498 -1.306 0.579 0.208
H 4.238 0.699 1.278 0.221
```

=====

<b>
Here is C22H34N2O2 in the gas phase from the Open Molecules 2025 dataset. Energies are from ωB97M-V with the def2-TZVPD basis set.

Its SMILES is CCCCC[C@H]1CN(CCCC)C(=O)[C@@H]1CC(=O)NCc1ccccc1. The value obtained for the HOMO energy is -9.1 eV.

Geometry as XYZ:
```
60
Properties=species:S:1:pos:R:3:nbo_charge:R:1
C 2.554 1.693 3.962 -0.607
C 2.484 2.837 2.957 -0.387
C 1.552 2.543 1.781 -0.399
C 0.084 2.436 2.194 -0.400
C -0.873 2.456 1.001 -0.377
C -0.659 1.296 0.035 -0.234
C -0.905 -0.089 0.652 -0.195
N -1.341 -0.892 -0.468 -0.432
C -1.372 -2.335 -0.450 -0.217
C -2.791 -2.894 -0.301 -0.404
C -3.503 -2.483 0.987 -0.396
C -2.832 -3.020 2.246 -0.610
C -1.696 -0.172 -1.541 0.705
O -2.021 -0.628 -2.624 -0.672
C -1.613 1.305 -1.167 -0.290
C -1.197 2.202 -2.338 -0.486
C 0.238 1.909 -2.749 0.682
O 1.174 2.612 -2.422 -0.648
N 0.369 0.795 -3.499 -0.625
C 1.668 0.178 -3.703 -0.266
C 1.958 -0.765 -2.562 0.059
C 1.653 -2.115 -2.655 -0.235
C 1.850 -2.954 -1.572 -0.212
C 2.341 -2.448 -0.381 -0.229
C 2.643 -1.100 -0.280 -0.207
C 2.456 -0.263 -1.365 -0.252
H 1.592 1.534 4.442 0.200
H 2.850 0.769 3.468 0.196
H 3.286 1.914 4.737 0.211
H 2.152 3.745 3.465 0.193
H 3.486 3.026 2.567 0.201
H 1.871 1.615 1.305 0.190
H 1.652 3.343 1.044 0.211
H -0.074 1.522 2.769 0.193
H -0.161 3.281 2.842 0.204
H -0.732 3.389 0.452 0.209
H -1.903 2.435 1.369 0.197
H 0.364 1.336 -0.344 0.232
H 0.000 -0.519 1.088 0.207
H -1.681 -0.041 1.426 0.181
H -0.723 -2.681 0.356 0.203
H -0.963 -2.686 -1.402 0.227
H -2.731 -3.983 -0.350 0.201
H -3.375 -2.550 -1.156 0.221
H -3.566 -1.394 1.037 0.192
H -4.527 -2.863 0.944 0.206
H -3.425 -2.772 3.124 0.212
H -1.840 -2.596 2.377 0.196
H -2.739 -4.103 2.192 0.203
H -2.619 1.605 -0.844 0.227
H -1.870 2.019 -3.177 0.236
H -1.264 3.249 -2.042 0.233
H -0.443 0.202 -3.619 0.427
H 1.661 -0.349 -4.660 0.205
H 2.405 0.984 -3.730 0.235
H 1.262 -2.512 -3.581 0.211
H 1.617 -4.006 -1.656 0.214
H 2.492 -3.103 0.465 0.213
H 3.035 -0.702 0.646 0.212
H 2.695 0.788 -1.293 0.236
```

=====

What should be chosen as the least stable of them? Choose <a>.

=====

<a>
Here is C27H35CdClN4P2 as an isolated structure from the Open Molecules 2025 dataset. Energies are from ωB97M-V with the def2-TZVPD basis set.

The value obtained for the HOMO energy is -7.8 eV.

Geometry as XYZ:
```
70
Properties=species:S:1:pos:R:3:nbo_charge:R:1
Cd 0.322 1.466 3.081 1.337
C 5.280 -3.748 -0.767 -0.169
C 4.739 -2.730 -0.082 -0.201
C 3.503 -1.904 -0.368 -0.456
C 2.128 -2.403 0.159 -0.421
C 1.411 -3.467 -0.678 -0.199
C 2.080 -4.436 -1.294 -0.169
C 3.257 -4.261 -2.196 -0.445
C 4.519 -4.814 -1.517 -0.434
C 1.883 0.031 3.546 -1.221
H 6.372 -3.897 -0.808 0.204
H 5.250 -2.342 0.819 0.204
H 3.410 -1.593 -1.424 0.213
H 3.615 -0.945 0.194 0.221
H 2.201 -2.765 1.218 0.219
H 1.462 -1.521 0.219 0.186
H 0.349 -3.518 -0.479 0.202
H 1.753 -5.474 -1.235 0.193
H 3.415 -3.210 -2.433 0.213
H 3.141 -4.844 -3.128 0.223
H 4.258 -5.689 -0.885 0.215
H 5.197 -5.184 -2.287 0.201
H 2.822 0.595 3.494 0.225
H 1.909 -0.771 2.798 0.203
H 1.797 -0.408 4.554 0.214
P -1.799 0.303 1.433 1.161
P 0.171 2.434 -0.373 1.241
N -2.405 -1.191 0.601 -0.635
N -3.271 0.464 2.428 -0.651
N 0.031 1.724 -1.979 -0.676
N 0.253 4.336 -0.781 -0.608
C -2.368 1.354 0.015 -0.770
C -1.607 2.687 -0.020 -0.770
C -2.121 -2.461 1.117 -0.062
C -2.987 -3.378 0.521 -0.290
C -3.838 -2.652 -0.379 -0.275
C -3.472 -1.312 -0.304 -0.082
C -3.192 0.556 3.822 -0.079
C -4.359 1.146 4.288 -0.286
C -5.207 1.388 3.150 -0.257
C -4.550 0.883 2.033 -0.074
C 0.440 0.426 -2.350 -0.063
C 0.014 0.170 -3.645 -0.279
C -0.658 1.347 -4.117 -0.282
C -0.659 2.270 -3.073 -0.075
C 0.236 5.238 -1.832 -0.095
C 0.725 6.483 -1.387 -0.297
C 0.958 6.362 0.022 -0.299
C 0.564 5.073 0.361 -0.103
H -3.439 1.608 0.109 0.261
H -2.225 0.821 -0.944 0.264
H -2.045 3.350 -0.789 0.260
H -1.641 3.184 0.970 0.240
H -1.316 -2.588 1.832 0.219
H -3.028 -4.437 0.711 0.229
H -4.641 -3.028 -0.996 0.231
H -3.855 -0.449 -0.844 0.216
H -2.303 0.224 4.336 0.213
H -4.588 1.389 5.308 0.231
H -6.158 1.893 3.133 0.230
H -4.883 0.823 1.007 0.219
H 1.015 -0.194 -1.680 0.221
H 0.170 -0.748 -4.198 0.232
H -1.074 1.507 -5.101 0.230
H -1.115 3.246 -3.027 0.218
H -0.147 4.965 -2.805 0.202
H 0.926 7.353 -1.996 0.222
H 1.380 7.080 0.716 0.225
H 0.566 4.605 1.329 0.229
Cl 1.430 3.579 2.874 -0.747
```

=====

<b>
Here is C27H35CdClN4P2 as an isolated structure from the Open Molecules 2025 dataset. Energies are from ωB97M-V with the def2-TZVPD basis set.

The value obtained for the HOMO energy is -7.8 eV.

Geometry as XYZ:
```
70
Properties=species:S:1:pos:R:3:nbo_charge:R:1
Cd -0.339 -3.356 -5.734 1.344
C -0.274 2.835 -0.202 -0.178
C -0.541 1.762 -0.964 -0.201
C -0.592 1.499 -2.475 -0.446
C 0.721 1.180 -3.180 -0.428
C 1.597 2.362 -3.510 -0.191
C 1.716 3.493 -2.796 -0.186
C 0.677 4.266 -2.042 -0.445
C 0.607 4.009 -0.513 -0.434
C -0.054 -3.024 -3.610 -1.238
H -0.784 2.977 0.766 0.205
H -0.975 0.895 -0.417 0.202
H -1.092 2.342 -2.964 0.213
H -1.193 0.575 -2.652 0.221
H 1.300 0.432 -2.600 0.223
H 0.435 0.668 -4.106 0.188
H 2.298 2.120 -4.324 0.203
H 2.735 3.886 -2.697 0.199
H -0.330 4.070 -2.435 0.211
H 0.918 5.347 -2.118 0.220
H 1.614 3.829 -0.118 0.217
H 0.246 4.950 -0.059 0.208
H -0.973 -3.157 -3.014 0.231
H 0.362 -2.015 -3.504 0.196
H 0.703 -3.737 -3.260 0.208
P 1.235 -1.628 -7.193 1.171
P -2.122 -0.787 -7.151 1.239
N 2.463 -0.312 -7.238 -0.634
N 2.230 -2.719 -8.187 -0.651
N -2.073 0.924 -7.524 -0.675
N -3.815 -1.183 -7.976 -0.607
C 0.271 -0.887 -8.555 -0.784
C -1.187 -1.331 -8.631 -0.767
C 3.438 -0.146 -6.253 -0.058
C 4.403 0.742 -6.715 -0.289
C 4.034 1.123 -8.043 -0.272
C 2.848 0.464 -8.336 -0.081
C 2.563 -3.991 -7.708 -0.083
C 2.937 -4.784 -8.785 -0.285
C 2.973 -3.947 -9.948 -0.256
C 2.535 -2.685 -9.555 -0.074
C -1.406 1.829 -6.674 -0.066
C -1.348 3.065 -7.299 -0.281
C -1.958 2.921 -8.586 -0.280
C -2.360 1.605 -8.714 -0.079
C -4.792 -0.602 -8.774 -0.101
C -5.828 -1.541 -8.996 -0.284
C -5.449 -2.746 -8.319 -0.309
C -4.187 -2.515 -7.784 -0.103
H 0.724 -1.085 -9.530 0.263
H 0.293 0.194 -8.387 0.266
H -1.671 -0.924 -9.530 0.260
H -1.284 -2.420 -8.662 0.239
H 3.337 -0.680 -5.318 0.218
H 5.272 1.081 -6.175 0.231
H 4.584 1.761 -8.712 0.232
H 2.252 0.543 -9.224 0.213
H 2.474 -4.205 -6.652 0.215
H 3.097 -5.854 -8.741 0.234
H 3.248 -4.249 -10.953 0.234
H 2.412 -1.795 -10.150 0.217
H -1.012 1.499 -5.721 0.220
H -0.910 3.964 -6.887 0.232
H -2.105 3.688 -9.338 0.231
H -2.821 1.087 -9.541 0.221
H -4.686 0.412 -9.126 0.207
H -6.740 -1.398 -9.536 0.220
H -5.994 -3.664 -8.177 0.226
H -3.554 -3.182 -7.218 0.235
Cl -2.602 -4.249 -5.725 -0.746
```

=====

What should be chosen as the least stable of them? Choose <a>.